Entry 1:
{
  "formula": "C6H12S",
  "method": "wB97M-V/def2-TZVPD",
  "species": ["C", "C", "C", "C", "C", "C", "S", "H", "H", "H", "H", "H", "H", "H", "H", "H", "H", "H", "H"],
  "xyz": [[-2.42, -0.01, 0.13], [-1.74, -0.32, 1.24], [-2.34, 0.98, -0.90], [1.97, 0.55, 0.94], [2.03, -1.37, -0.71], [1.75, 0.08, -0.42], [1.20, 1.11, -1.59], [-3.25, -0.73, -0.02], [-0.87, 0.19, 1.50], [-2.00, 0.63, -1.91], [-1.74, 1.77, -0.62], [-3.29, 1.43, -0.89], [2.58, 1.48, 0.87], [1.08, 0.67, 1.53], [2.67, -0.21, 1.43], [2.89, -1.36, -1.23], [1.29, -1.84, -1.30], [2.17, -1.83, 0.25], [-2.00, -1.22, 1.71]],
  "nbo_charge": [-0.131, -0.416, -0.666, -0.701, -0.675, 0.005, -0.016, 0.173, 0.169, 0.236, 0.217, 0.223, 0.249, 0.249, 0.206, 0.235, 0.241, 0.206, 0.197],
  "total_energy_ha": -633.91064,
  "gap_ev": [8.55, 8.55],
  "relative_energy_kj_mol": 194.33,
  "homo_energy_ev": [-8.5, -8.5]
}

Entry 2:
{
  "formula": "C7H8O2",
  "method": "wB97M-V/def2-TZVPD",
  "species": ["C", "C", "C", "C", "C", "C", "C", "H", "H", "H", "H", "H", "H", "H", "H", "O", "O"],
  "xyz": [[1.78, -0.37, 0.27], [1.42, 1.04, -0.12], [0.02, 1.03, -0.26], [-0.37, -0.37, -0.73], [-1.80, -0.72, -0.52], [-0.48, 0.42, 1.02], [0.33, -0.79, 0.56], [1.87, 1.20, -1.04], [1.90, 1.73, 0.56], [-0.46, 1.86, -0.74], [0.11, -0.94, -1.54], [-2.59, -0.35, -1.18], [-2.02, -1.77, -0.38], [-0.57, 0.86, 2.08], [-0.13, -1.65, 0.99], [2.79, -1.04, 0.20], [-1.79, -0.16, 0.84]],
  "nbo_charge": [0.627, -0.531, -0.239, -0.228, -0.080, 0.097, -0.346, 0.236, 0.244, 0.221, 0.217, 0.195, 0.190, 0.220, 0.232, -0.514, -0.539],
  "total_energy_ha": -421.89733,
  "gap_ev": 10.28,
  "relative_energy_kj_mol": 303.81,
  "homo_energy_ev": -9.4
}

Entry 3:
{
  "formula": "C40H35As2Cl2N3O11W",
  "method": "wB97M-V/def2-TZVPD",
  "species": ["W", "C", "O", "C", "C", "C", "C", "C", "C", "N", "N", "C", "C", "O", "C", "C", "C", "C", "C", "C", "C", "C", "H", "H", "H", "H", "H", "H", "H", "H", "H", "H", "H", "H", "H", "Cl", "C", "C", "C", "Cl", "C", "C", "C", "C", "N", "C", "C", "O", "H", "H", "H", "H", "C", "O", "C", "O", "C", "C", "As", "C", "C", "C", "As", "C", "C", "O", "O", "C", "C", "O", "O", "C", "C", "O", "O", "C", "H", "H", "H", "H", "H", "H", "H", "H", "H", "H", "H", "H", "H", "H", "H", "H", "H", "H"],
  "xyz": [[-0.31, -0.50, -0.89], [2.99, -1.97, -1.13], [2.01, -1.03, -1.62], [2.08, -0.74, -3.01], [3.12, -1.10, -3.85], [3.04, -0.78, -5.20], [1.93, -0.13, -5.71], [0.89, 0.23, -4.88], [0.96, -0.06, -3.52], [-0.04, 0.33, -2.61], [-1.22, -0.38, -2.78], [-2.51, -0.03, -2.43], [-2.93, -0.13, -1.08], [-1.97, -0.44, -0.18], [-4.27, 0.02, -0.71], [-5.20, 0.32, -1.67], [-4.85, 0.45, -3.03], [-5.80, 0.82, -4.00], [-5.44, 0.95, -5.32], [-4.13, 0.70, -5.72], [-3.17, 0.35, -4.80], [-3.50, 0.23, -3.43], [3.97, -1.49, -1.11], [3.00, -2.88, -1.74], [2.69, -2.21, -0.11], [3.99, -1.62, -3.48], [3.86, -1.05, -5.85], [1.88, 0.10, -6.77], [0.02, 0.74, -5.25], [-4.52, -0.11, 0.33], [-6.23, 0.47, -1.38], [-6.82, 0.99, -3.69], [-6.18, 1.24, -6.05], [-3.86, 0.79, -6.76], [-2.16, 0.13, -5.10], [0.03, -4.92, -2.90], [0.19, -4.59, -1.23], [0.49, -5.61, -0.32], [0.62, -5.34, 1.03], [0.96, -6.62, 2.11], [0.48, -4.02, 1.54], [0.61, -3.65, 2.89], [0.41, -2.32, 3.23], [0.15, -1.37, 2.26], [0.09, -1.65, 0.92], [0.20, -3.00, 0.59], [0.03, -3.28, -0.77], [-0.24, -2.21, -1.55], [0.62, -6.61, -0.68], [0.83, -4.39, 3.63], [0.45, -2.01, 4.26], [-0.05, -0.35, 2.55], [-1.66, 2.92, -2.13], [-1.10, 2.03, -1.15], [-1.63, 2.18, 0.18], [-2.67, 2.76, 0.35], [-0.65, 1.71, 1.12], [-0.87, 1.76, 2.48], [0.44, 2.29, 3.83], [-0.18, 1.07, 5.29], [2.07, 1.40, 3.17], [2.27, 0.94, 1.92], [1.07, 1.16, 0.30], [1.78, 3.04, -0.05], [3.56, 0.44, 1.37], [3.72, 0.53, 0.16], [4.38, -0.13, 2.20], [5.71, -0.46, 1.78], [3.21, 1.64, 4.14], [4.32, 1.92, 3.81], [2.75, 1.61, 5.38], [3.67, 1.89, 6.45], [-2.20, 2.01, 3.05], [-2.30, 2.76, 4.00], [-3.18, 1.30, 2.51], [-4.49, 1.59, 3.00], [-0.87, 3.10, -2.87], [-1.94, 3.86, -1.65], [-2.53, 2.49, -2.62], [-0.77, 1.68, 5.97], [0.66, 0.65, 5.84], [-0.81, 0.29, 4.88], [1.61, 3.67, 0.84], [1.26, 3.48, -0.91], [2.85, 2.97, -0.26], [6.39, 0.06, 2.45], [5.89, -0.13, 0.75], [5.84, -1.54, 1.87], [3.07, 2.31, 7.25], [4.43, 2.59, 6.11], [4.14, 0.96, 6.77], [-5.18, 1.07, 2.35], [-4.67, 2.67, 2.97], [-4.59, 1.25, 4.03]],
  "lowdin_spin": [0.791, 0.001, 0.015, 0.020, -0.002, 0.023, -0.002, 0.017, 0.011, 0.212, 0.230, 0.072, 0.116, 0.060, -0.001, 0.129, 0.000, 0.039, 0.003, 0.028, 0.018, 0.013, 0.000, 0.000, 0.000, 0.000, 0.001, -0.001, 0.001, -0.002, 0.006, 0.001, -0.001, 0.001, 0.001, 0.001, 0.001, 0.000, 0.001, 0.000, 0.000, 0.002, 0.000, 0.006, 0.010, 0.006, 0.012, 0.048, 0.000, 0.000, 0.000, 0.001, 0.005, 0.013, -0.001, -0.003, 0.002, 0.025, 0.009, 0.002, 0.001, 0.000, 0.030, 0.015, 0.000, 0.000, 0.000, 0.000, 0.000, 0.000, 0.000, 0.000, 0.003, 0.004, 0.001, 0.000, 0.001, 0.001, 0.001, 0.000, 0.000, 0.000, 0.001, 0.000, 0.001, 0.000, 0.000, 0.000, 0.000, 0.000, 0.000, 0.000, 0.000, 0.000],
  "total_energy_ha": -7995.57969,
  "gap_ev": [6.36, 5.25],
  "relative_energy_kj_mol": 307.55,
  "homo_energy_ev": [-12.8, -13.1],
  "spin_multiplicity": 3,
  "total_charge": 2
}

Entry 4:
{
  "formula": "C5H7Cl",
  "method": "wB97M-V/def2-TZVPD",
  "species": ["C", "C", "C", "C", "C", "Cl", "H", "H", "H", "H", "H", "H", "H"],
  "xyz": [[-0.19, 1.01, -1.06], [0.42, 0.69, 1.04], [-0.64, 0.09, 0.09], [1.11, 0.73, -0.37], [-0.74, -1.36, 0.16], [2.18, -0.50, -0.84], [-0.44, 0.61, -2.03], [-0.45, 2.00, -0.89], [0.27, 1.75, 1.42], [0.83, -0.01, 1.81], [-1.87, -1.57, 0.49], [-0.02, -1.58, 0.90], [-0.46, -1.85, -0.73]],
  "nbo_charge": [-0.432, -0.434, 0.063, -0.084, -0.660, 0.009, 0.222, 0.210, 0.214, 0.213, 0.239, 0.219, 0.222],
  "total_energy_ha": -654.77055,
  "gap_ev": 8.75,
  "relative_energy_kj_mol": 314.97,
  "homo_energy_ev": -7.8
}

Entry 5:
{
  "formula": "C4H8O2Si",
  "method": "wB97M-V/def2-TZVPD",
  "species": ["C", "C", "C", "C", "O", "O", "Si", "H", "H", "H", "H", "H", "H", "H", "H"],
  "xyz": [[0.79, -1.86, -0.46], [-0.10, 0.27, -0.08], [-0.60, 1.45, -0.98], [-0.74, 0.22, 1.29], [-0.35, -1.02, -0.74], [1.36, 0.56, 0.18], [2.61, -0.50, 0.28], [0.67, -2.50, 0.43], [1.21, -2.51, -1.27], [-0.55, 1.23, -2.03], [-0.06, 2.46, -0.86], [-1.65, 1.50, -0.70], [-0.35, -0.53, 1.94], [-1.77, -0.02, 1.18], [-0.49, 1.24, 1.81]],
  "nbo_charge": [-0.483, 0.569, -0.649, -0.655, -0.554, -0.986, 1.073, 0.160, 0.191, 0.228, 0.232, 0.213, 0.217, 0.224, 0.218],
  "total_energy_ha": -597.10855,
  "gap_ev": 7.74,
  "relative_energy_kj_mol": 203.34,
  "homo_energy_ev": -7.9
}